DFT (ωB97M-V/def2-TZVPD) results for a molecular structure, C4H6LiO2Ru.

Its charge is +1. The electronic energy comes out at -408.253117 hartree. The spin multiplicity is 7. The expectation value of S² is 12.04. For the frontier orbital gap (alpha / beta), the calculation gives 4.21 / 5.40 eV. The calculation puts the LUMO energy (alpha / beta) at -5.40 / -6.24 eV. As for the HOMO energy (alpha / beta): -9.61 / -11.64 eV.

XYZ file:
```
14
Properties=species:S:1:pos:R:3:forces:R:3:mulliken_charge:R:1
O 0.464 -1.676 0.792 -0.3 0.8 -4.5 -0.532
C 0.129 -1.589 -0.487 0.4 0.5 5.5 0.023
C -1.269 -1.449 -0.749 0.0 1.3 -0.4 -0.466
Ru 1.910 0.235 0.041 0.0 -1.5 0.6 0.401
Li -0.716 -0.035 2.148 0.4 -0.4 -0.2 0.889
H -1.937 -1.794 0.064 0.3 0.1 -0.7 0.409
H -1.620 -1.542 -1.783 0.0 0.1 0.5 0.416
C -0.780 1.597 0.548 0.6 -0.2 1.4 -0.901
C -1.536 0.743 -0.303 -1.4 -1.6 -2.9 -0.309
O 0.562 1.885 0.161 -1.1 0.6 -0.5 -0.386
H -1.268 2.522 0.874 0.0 -0.4 0.5 0.384
H -2.493 0.227 -0.340 -0.3 0.5 2.3 0.427
H -1.865 1.369 -1.149 1.2 -0.3 -1.2 0.314
H 0.585 2.423 -0.641 0.1 0.4 -0.4 0.329
```
Positions in Å, forces in eV/Å.

DFT (ωB97M-V/def2-TZVPD) results for a molecular structure, C4H6LiO2Sn.

Its charge is +1. The electronic energy comes out at -527.906904 hartree. The spin multiplicity is 1. For the frontier orbital gap, the calculation gives 5.94 eV. The calculation puts the LUMO energy at -4.54 eV. As for the HOMO energy: -10.48 eV.

XYZ file:
```
14
Properties=species:S:1:pos:R:3:forces:R:3:mulliken_charge:R:1
O 0.686 1.126 -0.942 3.2 1.5 -4.8 -0.653
C 0.042 0.936 -2.046 -0.4 -1.5 -0.7 0.205
C -0.614 0.339 -2.884 0.1 1.8 -2.0 -0.229
Li 2.497 1.478 -1.238 -0.2 0.2 0.0 0.869
Sn -0.052 0.460 0.648 -3.7 4.8 4.7 0.420
H -0.885 0.611 -3.920 -0.3 -1.0 0.9 0.294
C -1.402 -1.069 1.140 -0.5 -1.8 -0.5 -0.998
C -0.333 -1.633 2.053 -0.2 -1.9 1.0 -0.190
O 0.879 -0.817 1.824 1.5 -2.9 1.6 -0.338
H -1.669 -1.800 0.363 0.0 0.2 0.3 0.353
H -2.305 -0.790 1.702 0.4 0.3 -0.4 0.354
H -0.054 -2.665 1.800 -0.1 0.3 0.2 0.279
H -0.573 -1.586 3.125 0.1 0.1 -0.4 0.283
H 1.672 -1.171 2.236 0.2 0.0 0.1 0.351
```
Positions in Å, forces in eV/Å.